Entry from OMol25: a molecular structure, C21H24N2OP2SSm at a distorted geometry (ωB97M-V with the def2-TZVPD basis set).

## Properties
⟨S²⟩ = 8.767
energy = -2738.0683 hartree

```
! RIJCOSX wB97M-V def2-TZVPD def2/J DEFGRID3
* xyz 1 6
C -1.1327 3.4829 -1.1933
C -1.0301 2.1147 -0.9477
C 0.2688 1.5457 -0.9392
C 1.3779 2.2776 -1.3414
C 1.2596 3.6498 -1.5590
C 0.0031 4.2513 -1.4725
C 2.7333 1.5814 -1.3338
C 2.5991 0.0752 -1.5410
C 1.4370 -0.5431 -1.0961
C 1.2759 -1.9556 -1.1995
C 2.3704 -2.7013 -1.6317
C 3.5723 -2.0817 -1.9922
C 3.6844 -0.6915 -1.9587
H -2.1195 3.9531 -1.1710
H 2.1590 4.2257 -1.7908
H -0.0948 5.3234 -1.6385
H 3.3442 1.9926 -2.1465
H 2.2818 -3.7891 -1.6913
H 4.4194 -2.6862 -2.3122
H 4.6091 -0.1829 -2.2417
N 0.4829 0.2522 -0.4011
Sm 0.3530 -0.1395 1.6057
C -2.2461 1.2542 -0.6897
H -2.2434 0.3604 -1.3346
H -3.1629 1.8312 -0.8705
C -0.0360 -2.6233 -0.8216
H -0.8940 -2.0296 -1.1777
H -0.0952 -3.6342 -1.2495
P -2.3559 0.6035 1.0578
P -0.2821 -2.8493 1.0305
C 0.9009 -4.1921 1.3669
H 0.9391 -4.3354 2.4552
H 0.5818 -5.1271 0.8862
H 1.9041 -3.9201 1.0178
C -1.8767 -3.7236 1.0939
H -1.8525 -4.6138 0.4503
H -2.0525 -4.0321 2.1333
H -2.6959 -3.0608 0.7858
C -3.0631 2.0705 1.8880
H -4.1514 2.1009 1.7444
H -2.8295 2.0006 2.9577
H -2.6029 2.9883 1.5014
C -3.8166 -0.4793 0.9152
H -3.7618 -1.2279 1.7166
H -4.7336 0.1126 1.0358
H -3.8264 -0.9963 -0.0529
C 3.3274 1.8039 -0.0306
O 2.9627 1.3716 1.0473
H 4.1293 2.4369 -0.4198
S -0.0516 3.7917 4.7510
C -0.0019 2.5566 3.7738
N 0.0325 1.6073 3.0317
*
```